No. 1
{"formula": "C4H6LiMgO", "method": "wB97M-V/def2-TZVPD", "species": ["C", "C", "H", "H", "O", "C", "C", "Li", "Mg", "H", "H", "H", "H"], "xyz": [[2.83636, -0.14121, 0.28481], [3.01177, 0.01930, 1.50734], [3.36516, -0.13526, 2.51550], [0.28942, -0.78694, 1.06433], [-0.11711, -0.74432, 0.13290], [-1.39627, -0.07311, 0.15984], [-1.50655, 0.83765, -1.04020], [1.43022, -1.08061, -0.94264], [-0.66208, -0.38821, -2.78748], [-1.46169, 0.43581, 1.13889], [-2.17680, -0.85215, 0.17364], [-1.03293, 1.83680, -1.03277], [-2.57949, 1.07225, -1.17416]], "forces_ev_per_a": [[-0.13, -0.02, 1.36], [0.24, -0.81, -1.07], [-0.22, 0.42, -0.29], [-0.78, 0.32, -2.08], [1.22, -0.62, 2.11], [0.00, 0.87, 0.32], [-0.88, -0.25, -0.72], [0.23, 0.48, 0.15], [-0.21, 0.16, 0.04], [0.08, -0.09, -0.07], [0.06, 0.27, -0.25], [0.29, -0.51, 0.67], [0.10, -0.23, -0.18]], "mulliken_charge": [-0.81, -0.34, 0.33, 0.28, -0.32, 0.03, -1.53, 0.14, 0.18, 0.30, 0.21, 0.24, 0.29], "energy_ha": -438.774606, "max_force_ha_per_bohr": 0.049, "homo_energy_ev": -1.76, "de_lowest_kcal_mol": 8.3, "total_charge": -1, "homo_lumo_gap_ev": 4.77}

No. 2
{"formula": "C29H19CuNO5P", "method": "wB97M-V/def2-TZVPD", "species": ["Cu", "O", "C", "C", "C", "N", "C", "C", "C", "O", "O", "C", "O", "O", "H", "H", "H", "C", "C", "C", "C", "C", "C", "P", "C", "C", "C", "C", "C", "C", "C", "C", "C", "C", "C", "C", "C", "C", "C", "C", "H", "H", "H", "H", "H", "H", "H", "H", "H", "H", "H", "H", "H", "H", "H", "H"], "xyz": [[1.56170, -2.02797, 18.79724], [6.49049, -4.77682, 20.71885], [5.36124, -4.25506, 20.15133], [5.36290, -3.68290, 18.86633], [4.21164, -2.95431, 18.52239], [3.11989, -2.89847, 19.33932], [3.07144, -3.61085, 20.48639], [4.21397, -4.28065, 20.93125], [1.67826, -3.61025, 21.10286], [1.40688, -4.36714, 22.03195], [0.92225, -2.74364, 20.50001], [3.97131, -2.15433, 17.29122], [4.75177, -2.14119, 16.33922], [2.88104, -1.43723, 17.37485], [7.23492, -4.93256, 20.13904], [6.11594, -3.79363, 18.14584], [4.16137, -4.72043, 21.90666], [0.26760, -1.19640, 12.73787], [1.40586, -1.24121, 13.56116], [1.28577, -1.25194, 14.96198], [-0.00261, -1.15154, 15.54845], [-1.14966, -0.96971, 14.72377], [-1.01335, -1.06884, 13.32435], [-0.19316, -1.45326, 17.34782], [-1.71954, -2.42865, 17.46623], [-2.06656, -3.37329, 16.47165], [-3.43687, -3.65282, 16.30233], [-4.37906, -3.13338, 17.16906], [-3.96676, -2.56057, 18.33632], [-2.62321, -2.19683, 18.53679], [-0.73666, 0.17150, 18.07102], [-1.89388, 0.85431, 17.77087], [-2.19690, 2.07697, 18.45778], [-1.28056, 2.63201, 19.35068], [-0.06247, 1.97864, 19.62674], [0.95263, 2.52514, 20.41195], [2.13397, 1.83932, 20.66416], [2.29109, 0.54290, 20.14155], [1.33242, -0.03899, 19.35344], [0.16699, 0.70284, 19.00474], [0.34361, -1.20521, 11.65215], [2.35560, -1.41122, 13.11610], [2.16416, -1.34399, 15.60293], [-2.10701, -0.85347, 15.22731], [-1.90056, -1.11636, 12.63622], [-1.31806, -3.83833, 15.85543], [-3.81846, -4.19678, 15.47261], [-5.47187, -3.16498, 16.90044], [-4.76456, -2.24742, 19.09388], [-2.28821, -1.74441, 19.47785], [-2.59465, 0.43604, 17.11807], [-3.18951, 2.50685, 18.39276], [-1.49713, 3.64517, 19.75915], [0.90884, 3.56645, 20.66898], [2.84578, 2.14352, 21.41917], [3.28012, -0.00478, 20.24535]], "forces_ev_per_a": [[-2.66, 2.26, -1.46], [-0.43, -0.38, 0.64], [0.70, 0.08, -0.48], [-2.39, 0.56, 1.00], [-0.52, -0.97, 1.80], [3.21, -1.88, 1.10], [1.25, 0.12, -1.29], [-0.92, 0.75, -0.09], [-1.20, 1.11, -0.25], [0.36, 0.23, -0.27], [-0.27, -2.31, 2.24], [-1.44, 2.36, -1.31], [0.35, -0.59, 0.37], [2.78, -1.13, -1.39], [-0.14, 0.28, -0.61], [1.19, 0.03, -0.65], [0.25, -0.40, 0.24], [-0.36, 0.33, 1.10], [-1.45, -0.25, 0.27], [-0.96, 0.02, -0.36], [0.11, -0.02, -0.93], [1.07, -0.62, -0.23], [-0.18, 0.04, -0.24], [0.32, 0.64, 0.99], [-0.51, -0.62, 0.34], [-1.41, 0.65, 0.77], [0.88, 0.28, 0.22], [-1.42, -0.30, -0.83], [-0.57, 1.48, 2.24], [-0.24, -0.42, -0.88], [-0.43, -0.09, -0.44], [0.78, 0.92, 1.56], [0.81, -0.58, 0.61], [-0.96, 0.57, -0.90], [-0.16, -0.58, -1.13], [1.53, 0.16, 0.35], [-1.12, -0.55, 0.23], [1.12, -0.75, -0.42], [0.19, -0.26, -0.37], [0.78, 0.13, 1.18], [0.10, -0.19, 0.22], [0.76, 0.16, -0.24], [-0.24, -0.02, -0.13], [0.02, -0.12, -0.44], [0.84, 0.35, 0.95], [0.13, 0.30, -0.47], [0.16, -0.57, -0.68], [1.26, -0.27, 0.47], [1.38, -0.51, -0.98], [-0.17, 0.15, -0.62], [-1.05, -0.47, -0.96], [0.12, 0.16, -0.40], [0.20, -0.95, -0.03], [-0.39, 0.31, 0.58], [0.22, 0.68, -0.31], [-1.29, 0.69, 0.32]], "mulliken_charge": [-1.51, -0.53, 1.03, -0.83, 0.39, 0.26, 0.84, -0.86, 0.19, -0.75, -0.48, 0.07, -0.79, -0.43, 0.31, 0.54, 0.52, -0.42, -0.62, -0.57, 0.32, -0.21, -0.63, 1.60, 0.11, -0.56, -0.42, -0.52, -0.29, -0.70, 0.10, 0.13, -0.95, -0.66, 0.59, -0.81, -0.80, 0.10, -0.01, 0.49, 0.36, 0.48, 0.58, 0.26, 0.30, 0.45, 0.41, 0.29, 0.26, 0.50, 0.41, 0.38, 0.29, 0.33, 0.35, 0.16], "s2": 0.76, "energy_ha": -3529.330282, "max_force_ha_per_bohr": 0.075, "homo_energy_ev": [-4.31, -3.99], "multiplicity": 2, "total_charge": -1, "homo_lumo_gap_ev": [6.80, 6.20]}

No. 3
{"formula": "C11H18Si2", "method": "wB97M-V/def2-TZVPD", "species": ["C", "C", "C", "C", "C", "C", "C", "C", "C", "C", "C", "Si", "Si", "H", "H", "H", "H", "H", "H", "H", "H", "H", "H", "H", "H", "H", "H", "H", "H", "H", "H"], "xyz": [[-0.83801, -3.90424, 1.93612], [0.18651, -3.94251, 0.97840], [-1.61343, -2.79298, 2.06529], [0.40720, -2.83728, 0.18554], [-1.44871, -1.64235, 1.22693], [-0.37995, -1.68665, 0.25924], [-2.29629, -0.57763, 1.36137], [-1.36540, 0.14519, -2.18373], [1.60227, -0.53190, -1.86882], [1.62219, 3.15782, -0.62596], [0.21924, 2.33379, 1.95304], [-0.01132, -0.24516, -0.87425], [0.41556, 1.85547, 0.11378], [-1.00369, -4.76615, 2.57158], [0.79060, -4.83014, 0.86153], [-2.39496, -2.75483, 2.81129], [1.20687, -2.87633, -0.54339], [-2.20683, 0.30111, 0.74693], [-3.07363, -0.57162, 2.10436], [-1.72824, -0.76759, -2.64724], [-2.22317, 0.65294, -1.75230], [-0.97632, 0.78388, -2.97301], [1.77540, 0.29014, -2.55768], [2.47142, -0.61473, -1.22385], [1.54266, -1.43609, -2.46322], [2.25549, 2.70410, -1.38392], [1.08837, 3.97226, -1.10802], [2.26416, 3.59333, 0.13663], [-0.19807, 1.50785, 2.52134], [1.17232, 2.60233, 2.40481], [-0.44922, 3.18219, 2.07773]], "forces_ev_per_a": [[0.36, -0.39, -0.09], [-0.28, -0.21, 0.37], [-0.31, 0.51, -0.03], [0.00, 0.54, -0.45], [0.92, -1.19, -0.17], [-0.19, 0.10, 0.24], [-0.40, 0.73, 0.03], [0.23, -0.45, 0.60], [-0.56, -0.21, 0.38], [-0.24, -0.69, -0.16], [-0.05, -0.44, -0.33], [0.64, 1.04, -1.04], [-0.06, 0.74, 0.63], [-0.03, 0.05, 0.01], [0.06, -0.03, 0.02], [-0.08, -0.05, 0.07], [0.05, 0.02, -0.02], [0.01, 0.20, -0.17], [-0.15, -0.04, 0.16], [-0.06, -0.24, -0.13], [-0.09, 0.05, 0.14], [0.22, 0.10, 0.01], [-0.07, 0.20, -0.04], [0.11, -0.01, 0.16], [-0.02, -0.28, -0.22], [0.16, -0.02, -0.13], [-0.16, 0.08, -0.03], [0.02, -0.09, 0.17], [-0.09, -0.14, 0.13], [0.16, -0.01, -0.03], [-0.09, 0.13, -0.08]], "mulliken_charge": [-0.55, -0.60, -0.82, -0.18, 0.91, 0.58, -1.41, -1.26, -1.31, -1.08, -1.13, 0.43, 0.26, 0.37, 0.39, 0.35, 0.32, 0.20, 0.29, 0.38, 0.36, 0.37, 0.37, 0.34, 0.41, 0.30, 0.37, 0.32, 0.32, 0.36, 0.37], "energy_ha": -1008.856321, "max_force_ha_per_bohr": 0.031, "homo_energy_ev": [-7.37, -6.14], "de_lowest_kcal_mol": 0.0, "total_charge": 0, "homo_lumo_gap_ev": [7.45, 5.35]}

No. 4
{"formula": "C4H7N2S", "method": "wB97M-V/def2-TZVPD", "species": ["C", "C", "C", "C", "N", "N", "S", "H", "H", "H", "H", "H", "H", "H"], "xyz": [[-0.99137, -0.45606, 0.29503], [2.28349, -0.56766, 0.21408], [1.22855, -1.50384, 0.00591], [-1.10552, 1.88909, -0.21477], [0.04386, -0.79525, -0.49870], [-1.52681, 0.77379, 0.34524], [2.96948, 0.79766, 0.02516], [-1.39249, -1.20581, 0.95511], [1.56170, -2.24025, -0.73773], [0.96219, -2.04697, 0.91724], [-1.72351, 2.76436, -0.18903], [-0.13875, 1.93440, -0.67847], [0.25679, -0.16300, -1.26152], [-2.42760, 0.81954, 0.82246]], "forces_ev_per_a": [[1.01, -0.34, -0.46], [1.28, 0.26, 0.40], [-0.30, -0.81, -0.16], [0.46, 0.91, -0.62], [-1.53, 0.90, 0.23], [-0.89, -1.01, 0.31], [-0.25, -0.02, -0.04], [-0.07, 0.00, 0.21], [-0.06, 0.07, 0.17], [0.07, 0.04, -0.12], [-0.20, 0.06, 0.12], [0.21, -0.09, -0.05], [0.02, 0.04, 0.04], [0.25, -0.03, -0.03]], "mulliken_charge": [-0.02, -0.05, -0.16, -0.41, -0.25, -0.05, -0.20, 0.41, 0.31, 0.34, 0.29, 0.22, 0.29, 0.29], "energy_ha": -663.929673, "max_force_ha_per_bohr": 0.035, "homo_energy_ev": [-12.58, -11.14], "de_lowest_kcal_mol": 91.0, "total_charge": 1, "homo_lumo_gap_ev": [8.34, 5.77]}